ORCA calculation (the ωB97M-V functional and the def2-TZVPD basis) on a structure of composition C29H46P2Pd in a non-equilibrium geometry.

## Properties
relative energy (zero: lowest compared OMol25 entry of this formula, charge and spin)	0.6680	eV
HOMO level (spin up / spin down)	-12.6 / -13.8	eV
2S+1	5
LUMO (spin up / spin down)	-4.751 / -8.177	eV
<S²>	6.051
total energy	-1942.38114	a.u.
Kohn-Sham gap (spin up / spin down)	7.858 / 5.644	eV
net charge	+2

```
78
Properties=species:S:1:pos:R:3:forces:R:3:mulliken_spin:R:1
Pd -0.7353 -2.4058 -0.7896 0.718 0.539 -0.939 1.35
C -0.9568 -2.6725 1.7919 -0.222 -0.699 -0.573 0.31
C -2.0634 -1.7880 1.6601 0.015 0.507 0.143 0.26
C -2.3366 -3.4687 0.0784 -0.180 -0.264 1.280 0.35
C -1.1180 -3.7322 0.8214 -1.054 -0.142 1.464 0.04
C -2.8874 -2.2382 0.5945 -0.004 -0.824 -0.701 0.22
C 0.1161 -2.6556 2.8086 0.362 0.086 0.259 0.03
H 0.8182 -1.8276 2.6359 -0.324 -0.389 0.044 0.00
H 0.6995 -3.5813 2.7603 -0.146 0.293 0.164 0.00
H -0.2993 -2.5541 3.8252 0.147 0.017 -0.315 0.01
C -0.3598 -5.0034 0.8049 0.131 -0.012 0.097 0.00
H 0.2943 -5.0810 1.6800 -0.195 -0.180 -0.310 0.01
H 0.2542 -5.0216 -0.0954 0.136 -0.337 0.185 0.01
H -1.0503 -5.8548 0.7791 0.209 0.080 0.011 0.01
C -2.9918 -4.4613 -0.8130 -0.252 0.105 -0.163 0.07
H -3.0257 -5.4495 -0.3303 -0.001 0.275 -0.145 0.01
H -2.4397 -4.5649 -1.7564 -0.244 -0.048 0.094 0.01
H -4.0135 -4.1377 -1.0300 0.182 -0.284 -0.134 0.01
C -4.1451 -1.6289 0.1014 -0.211 0.182 -0.146 -0.04
H -4.9135 -1.5993 0.8900 0.219 0.029 -0.191 0.02
H -4.5376 -2.2191 -0.7390 0.037 0.409 0.286 -0.01
H -3.9659 -0.5948 -0.2362 -0.190 -0.299 0.112 0.02
C -2.3710 -0.5932 2.4956 -0.069 0.064 0.130 0.05
H -3.4584 -0.4724 2.6454 0.440 -0.130 -0.047 0.01
H -2.0198 0.3335 2.0024 -0.161 -0.362 0.282 0.02
H -1.8832 -0.6724 3.4782 -0.188 0.071 -0.299 0.00
C 2.1072 0.5590 1.8956 0.272 0.076 -0.513 -0.10
C 1.2495 0.4043 2.9383 1.571 0.705 1.316 0.28
C 0.3819 1.4907 3.4914 -1.255 0.060 -0.264 0.00
C 0.1976 2.7588 2.6515 0.225 0.262 0.815 0.01
C -0.8444 2.6691 1.6131 -0.664 0.098 -1.505 0.00
C -0.8123 1.8354 0.5571 -1.227 0.112 0.784 0.04
C 0.1333 0.7034 0.3749 0.440 -0.119 -0.644 -0.03
C 1.6262 1.0377 0.5758 -0.108 -1.753 0.748 0.20
H 0.8410 1.8199 4.4341 0.259 -0.418 -0.144 0.02
H 1.1411 3.0513 2.1895 0.148 -0.133 0.219 0.00
H -0.5972 1.1018 3.8019 0.095 0.164 -0.016 0.00
H 1.8117 2.1871 0.4503 -0.002 0.271 -0.207 0.04
H 3.1816 0.3221 1.9656 -0.735 -0.836 -0.073 0.02
H 1.4375 -0.3712 3.6901 0.550 0.536 -0.046 -0.01
H 2.2245 0.5900 -0.2356 -0.006 0.362 0.336 -0.01
H -0.1399 -0.1136 1.0564 0.150 0.233 -0.144 0.00
H -1.6357 1.8276 -0.1719 0.302 0.163 0.580 0.00
H -0.0046 0.2932 -0.6352 0.049 0.230 0.017 0.01
H -0.0612 3.5928 3.3202 0.107 -0.334 -0.052 0.00
H -1.6589 3.4082 1.6994 0.327 -0.518 -0.171 0.00
P 2.0963 3.7690 -0.3364 -0.240 1.299 -0.726 0.41
C 3.8594 4.0153 -0.6548 0.280 -0.226 0.230 0.02
C 1.5480 5.1997 0.6471 0.088 -0.005 0.194 0.03
P -0.3831 3.0116 -2.1832 -0.137 1.024 -0.466 0.00
C 1.2855 3.8303 -1.9628 0.419 -0.183 -0.110 0.01
C -1.4427 4.2381 -1.3040 -0.244 -0.073 0.422 0.00
C -0.6401 3.7354 -3.8607 0.248 -0.315 -0.154 0.00
H 4.1209 3.6041 -1.6374 0.001 0.039 0.324 0.00
H 4.4414 3.5190 0.1319 0.027 0.117 -0.247 0.00
H 4.0936 5.0849 -0.6305 -0.055 -0.149 -0.063 0.01
H 2.0906 6.0825 0.2911 -0.184 -0.065 -0.062 0.01
H 1.8301 5.0509 1.6976 -0.148 0.075 -0.249 0.00
H 0.4657 5.3602 0.5645 0.321 -0.135 0.068 0.00
H -0.2214 4.7499 -3.9101 -0.224 -0.239 -0.086 0.00
H -1.7125 3.7737 -4.0852 0.282 -0.110 -0.045 0.00
H -0.1269 3.0888 -4.5832 -0.221 0.290 -0.066 0.00
H 1.9703 3.3197 -2.6703 -0.266 0.236 0.335 0.00
H 1.2341 4.8936 -2.2687 0.015 -0.348 0.179 0.02
H -2.4003 4.3078 -1.8315 0.181 0.051 0.060 0.00
H -0.9962 5.2333 -1.2347 -0.076 -0.016 -0.267 0.00
H -1.6436 3.8949 -0.2881 -0.069 0.312 -0.318 0.00
C 2.6444 -4.6190 -3.4518 -0.195 0.130 0.198 -0.01
C 1.5202 -5.3472 -3.0567 -0.557 0.299 0.190 0.05
C 0.4332 -4.7023 -2.4141 0.529 -0.383 -0.160 -0.13
C 0.5852 -3.3686 -2.0763 0.208 0.159 -0.618 0.57
C 1.6796 -2.6214 -2.4590 0.329 -0.246 -0.104 -0.28
C 2.7129 -3.2490 -3.1810 -0.124 -0.117 0.267 0.03
H 3.4730 -5.1287 -3.9551 -0.387 0.278 0.156 0.00
H 1.4647 -6.4223 -3.2362 -0.020 0.334 -0.025 0.00
H -0.4588 -5.2610 -2.1264 0.357 0.016 -0.228 0.01
H 1.7086 -1.5827 -2.1475 0.350 0.104 -0.366 0.00
H 3.5792 -2.6835 -3.5121 -0.138 -0.001 0.111 0.00
```
Forces are in eV/Å.

ORCA calculation (the ωB97M-V functional and the def2-TZVPD basis) on a structure of composition C29H46P2PdSe in a non-equilibrium geometry.

## Properties
relative energy (zero: lowest compared OMol25 entry of this formula, charge and spin)	0.0000	eV
HOMO level (spin up / spin down)	-11.4 / -12.6	eV
2S+1	5
LUMO (spin up / spin down)	-5.192 / -9.552	eV
<S²>	6.048
total energy	-4343.85186	a.u.
Kohn-Sham gap (spin up / spin down)	6.234 / 3.026	eV
net charge	+2

```
79
Properties=species:S:1:pos:R:3:forces:R:3:mulliken_spin:R:1
Pd 0.5646 -1.3043 0.2339 0.045 0.272 2.048 0.68
C -0.6115 -2.4785 2.0560 0.666 0.306 0.461 -0.13
C 0.7190 -2.8925 1.6427 -0.740 -0.109 1.175 0.63
C 0.9104 -1.2000 3.2213 2.478 -0.713 -1.453 0.29
C -0.4572 -1.4985 3.0783 -1.391 -1.227 -1.252 0.27
C 1.6546 -1.9879 2.2950 -0.730 0.364 1.568 -0.14
C -1.8853 -3.1438 1.6896 -0.438 -0.307 0.103 0.00
H -1.7999 -3.6698 0.7337 -0.118 0.026 0.210 0.00
H -2.7114 -2.4228 1.6114 0.177 -0.221 -0.030 0.00
H -2.1566 -3.8799 2.4615 -0.082 0.087 -0.282 0.00
C -1.5506 -0.9334 3.8951 -0.325 -0.105 0.049 0.05
H -2.4843 -1.4710 3.7040 0.097 0.204 0.125 0.01
H -1.7185 0.1257 3.6496 -0.085 -0.034 0.115 0.02
H -1.3317 -0.9934 4.9694 -0.017 0.051 -0.194 0.01
C 1.4911 -0.2887 4.2284 0.291 0.225 0.282 0.01
H 1.1139 -0.5191 5.2340 0.079 0.074 -0.160 0.01
H 1.2385 0.7598 4.0119 0.127 -0.053 0.164 0.02
H 2.5831 -0.3755 4.2473 -0.255 0.133 0.069 0.01
C 3.1323 -2.1169 2.2653 0.455 -0.009 0.095 -0.05
H 3.4729 -2.7169 3.1233 0.068 0.098 -0.271 0.01
H 3.6221 -1.1374 2.3362 -0.034 -0.224 -0.057 0.01
H 3.4712 -2.6057 1.3459 0.030 0.080 0.202 -0.01
C 1.0559 -4.1937 1.0016 -0.001 0.155 -0.333 0.01
H 1.1728 -4.9870 1.7536 -0.018 0.175 -0.106 0.02
H 1.9958 -4.1075 0.4465 -0.125 -0.188 0.043 0.02
H 0.2554 -4.4930 0.3147 0.226 -0.088 0.105 0.01
C -1.3706 0.6521 -4.1760 -1.033 -0.722 -0.600 0.00
C -1.6264 -0.6378 -4.4818 -0.771 0.984 -0.489 0.00
C -0.8261 -1.5136 -5.3928 0.286 -0.129 -0.498 0.00
C 0.6786 -1.1430 -5.5174 -1.061 -0.258 -0.478 0.00
C 1.3806 -0.6878 -4.2713 0.992 0.745 -0.296 0.01
C 1.7108 0.6081 -4.0711 0.365 -0.574 -1.012 0.01
C 0.9751 1.7796 -4.6558 0.059 0.191 -0.609 0.00
C -0.5354 1.5907 -5.0053 0.737 0.532 -0.082 0.00
H -1.2685 -1.4818 -6.4068 0.090 -0.165 0.347 0.00
H 0.7913 -0.4131 -6.3383 0.081 -0.139 0.566 0.00
H -0.9110 -2.5646 -5.0608 -0.094 0.401 -0.047 0.00
H -0.6204 1.3676 -6.0849 -0.092 -0.186 0.623 0.00
H -1.9799 1.1291 -3.3873 0.013 -0.225 -0.662 0.00
H -2.6025 -1.0640 -4.1931 0.765 0.112 0.445 0.00
H -0.9949 2.5835 -4.8846 0.099 -0.259 -0.162 0.00
H 1.0824 2.6385 -3.9686 0.066 -0.361 -0.192 0.00
H 2.6679 0.9115 -3.6267 -0.787 -0.254 0.642 -0.01
H 1.4924 2.0805 -5.5855 -0.158 0.108 0.318 0.00
H 1.2011 -2.0462 -5.8702 -0.081 0.294 0.122 0.00
H 1.7994 -1.4813 -3.6414 0.236 0.320 -0.495 -0.01
P -1.1522 -0.1679 -0.7496 0.989 -0.587 0.530 0.15
C -2.6016 0.8033 -0.3533 -0.503 0.584 -0.231 0.07
C -1.7235 -1.6326 -1.6666 -0.080 -0.417 -0.464 0.02
P 1.7435 0.2233 -0.9185 -1.003 -0.648 0.917 0.12
C 0.1270 0.7768 -1.6965 0.024 0.121 -0.293 0.02
C 3.1617 -0.6711 -1.6205 0.416 0.163 -0.954 0.04
C 2.4237 1.6379 -0.0473 0.411 0.296 -0.154 -0.02
H -2.3982 1.4521 0.5174 -0.326 -0.220 -0.507 0.00
H -3.4188 0.1037 -0.1137 0.270 0.351 -0.010 0.00
H -2.8790 1.4085 -1.2310 -0.189 -0.033 0.416 0.01
H -1.2571 -1.6654 -2.6739 -0.469 -0.063 0.828 0.01
H -2.8298 -1.5829 -1.7381 0.637 -0.318 -0.212 0.00
H -1.3991 -2.5401 -1.1086 -0.494 0.626 -0.369 0.00
H 2.6658 2.4140 -0.7881 0.034 0.029 0.392 0.00
H 3.3477 1.2923 0.4403 -0.295 0.312 -0.040 0.00
H 1.7234 2.0312 0.7069 0.359 -0.127 -0.402 0.03
H -0.0215 1.8640 -1.7111 0.107 -0.149 -0.187 0.00
H 0.0503 0.3606 -2.7021 0.143 0.419 0.217 0.00
H 3.9168 -0.7387 -0.8174 -0.470 0.080 -0.156 0.00
H 3.6072 -0.1507 -2.4768 0.160 -0.390 0.278 0.01
H 2.8716 -1.6955 -1.9126 0.148 0.595 0.195 0.00
Se -0.4832 2.0987 2.2122 0.019 0.147 0.175 1.38
C -1.0586 3.2320 3.5320 -0.161 0.528 0.656 0.09
C -1.5897 4.5040 3.1838 -0.212 0.151 -0.023 0.12
C -2.1247 5.3357 4.1584 0.141 -0.064 -0.373 -0.02
C -2.1204 4.9452 5.5105 0.067 -0.120 -0.348 0.17
C -1.5621 3.7099 5.8738 0.304 -0.421 -0.209 -0.01
C -1.0208 2.8725 4.9044 -0.137 -0.190 0.347 0.08
H -1.5767 4.7866 2.1356 -0.141 0.196 0.154 -0.01
H -2.5485 6.2991 3.8621 0.183 -0.366 0.143 0.00
H -2.5456 5.6032 6.2697 0.128 -0.210 -0.224 0.00
H -1.5471 3.3970 6.9200 0.025 0.134 -0.363 0.00
H -0.5707 1.9170 5.1685 -0.170 0.203 0.156 0.00
```
Forces are in eV/Å.